Below is a molecular structure, C36H43BrF2NO5SSbSn, with properties calculated with ωB97M-V/def2-TZVPD.

```
91
C36H43BrF2NO5SSbSn (ωB97M-V/def2-TZVPD)
Sb 3.0836 0.3561 -2.2949
Sn 0.2721 -0.1009 0.3457
Br 4.0306 -2.8245 -0.3547
S -1.6722 2.9040 -0.3151
F -0.8724 1.2584 3.0113
F 0.5452 -0.3534 3.5361
O 1.6156 -1.8224 1.1273
O -0.3434 3.3975 0.0182
O -1.7389 1.4439 -0.4596
O -2.3231 3.6211 -1.3987
O 0.4266 -3.3807 2.2300
N -1.9731 -1.6648 2.4780
C 0.2684 0.6043 2.5525
C 4.8115 0.3517 -3.6687
C -0.1802 -2.3682 -1.4595
C -3.3852 -1.8500 0.5338
C 3.9121 -3.6891 1.3315
C 4.5187 1.0984 0.2140
C -4.2669 2.6248 2.7917
C 2.7713 -4.3687 3.3068
C -4.6565 -1.6824 -0.0074
C -5.7424 -1.2474 0.7422
C 4.5146 -0.5504 -4.8603
C -3.4950 2.3057 1.6839
C 3.9827 1.8678 -0.9958
C -2.6638 3.2647 1.1278
C 5.0278 -5.0844 2.9435
C 2.7597 -3.6502 2.1111
C 1.1598 2.6844 -3.2778
C -3.3793 4.8437 2.7907
C -4.2224 3.8934 3.3593
C 1.4673 -2.8851 1.7894
C -2.6042 4.5341 1.6834
C -2.6420 -3.4994 -1.1066
C 3.0552 2.9846 -0.5269
C 5.0347 -4.4022 1.7388
C 1.8307 1.4011 -3.7510
C -1.7727 -4.0586 -2.0272
C -3.2062 -1.5654 1.9021
C -5.0665 4.2234 4.5635
C 0.7725 0.3882 -4.1927
C 6.0807 -0.0952 -2.9547
C 3.8860 -5.0692 3.7330
C -1.0188 -1.7860 -0.5013
C -0.5289 -3.4805 -2.2119
C -4.3057 -1.1384 2.6589
C -2.2957 -2.3754 -0.3453
C -5.5563 -0.9777 2.0893
H -6.3851 -0.6358 2.6995
H 0.4015 3.0007 -4.0035
H 2.4936 1.6270 -4.5938
H -1.3332 -2.4031 2.1861
H 6.3420 0.5714 -2.1302
H 1.0770 1.3433 2.6524
H 0.1729 0.7906 -5.0174
H 6.9376 -0.1280 -3.6413
H 3.8640 -5.6047 4.6746
H 4.8221 2.2940 -1.5564
H 5.0811 1.7670 0.8769
H 0.1721 -3.8957 -2.9283
H -3.3216 5.8356 3.2282
H 5.9084 -4.4164 1.1011
H 2.8585 3.7166 -1.3079
H 1.8591 -4.3528 3.8883
H 0.6522 2.5616 -2.3217
H 0.0901 0.1670 -3.3676
H -6.7103 -1.1100 0.2759
H 1.8745 3.5011 -3.1710
H -4.9312 3.4827 5.3543
H 1.2072 -0.5608 -4.5205
H 4.2987 -1.5713 -4.5287
H 3.5161 3.5165 0.3157
H -1.9367 -1.4952 3.4683
H -4.1516 -0.9231 3.7110
H -3.6145 -3.9549 -0.9518
H -4.7855 -1.8731 -1.0665
H 5.9100 -5.6303 3.2569
H -4.8053 5.2018 4.9700
H -2.0648 -4.9402 -2.5875
H 2.0893 2.6110 -0.1869
H 5.1717 0.2669 -0.0634
H 5.3687 -0.6042 -5.5487
H 0.8065 -1.9356 -1.6191
H 4.9355 1.3840 -4.0170
H 5.9618 -1.0999 -2.5359
H 3.6496 -0.2033 -5.4304
H -6.1300 4.2399 4.3109
H 3.6910 0.6740 0.7893
H -1.9357 5.2672 1.2500
H -4.9054 1.8642 3.2281
H -3.5195 1.3121 1.2539
```

Properties
Spin multiplicity   1
HOMO   -1.27 eV
Max |F|   0.51 eV/Å
Calculated total energy   -5455.1137 hartree
Energy relative to the best compared isomer or geometry (same formula, charge and spin)   0.000 eV
HOMO-LUMO gap   5.4 eV
Charge   -2